The following is a quantum chemistry calculation of a cluster of 2 separate species, CH7O2 in total at a distorted geometry, from the Open Molecules 2025 dataset.

Positions of all 10 atoms, in Å:
1 O -0.356 -0.511 -1.954
2 H -0.824 -0.025 -2.631
3 H -0.414 -1.472 -2.142
4 H -0.102 -0.097 -0.510
5 C 0.248 0.118 1.598
6 O 0.192 0.570 0.190
7 H 1.254 -0.218 1.819
8 H -0.433 -0.722 1.649
9 H -0.098 0.969 2.167
10 H 0.534 1.387 -0.184

Cartesian forces, eV/Å:
O 0.30 -1.32 0.48
H -0.32 0.06 -0.35
H -0.04 0.88 -0.14
H 0.00 0.40 -0.87
C 0.19 0.39 -0.26
O -0.49 -0.94 0.28
H 0.10 0.25 0.07
H -0.20 0.08 0.00
H 0.08 -0.10 0.39
H 0.38 0.32 0.40

gap between HOMO and LUMO = 13.8 eV
charge = +1
spin multiplicity = 1
LUMO energy = -3.86 eV
M = 51.1 g/mol

Okay, here come the Mulliken numbers, in e, for every atom: O -0.64; H 0.33; H 0.35; H 0.46; C -0.40; O -0.30; H 0.29; H 0.26; H 0.27; H 0.39



The following is a quantum chemistry calculation of a cluster of 3 separate species, CH7O2S in total at a distorted geometry, from the Open Molecules 2025 dataset.

Positions of all 11 atoms, in Å:
1 C 1.548 -0.099 0.088
2 S -0.064 0.562 -0.502
3 H 1.350 -0.806 0.886
4 H 2.241 0.677 0.367
5 H 1.994 -0.690 -0.707
6 H -1.719 -1.796 -2.449
7 H -0.844 -1.390 -1.299
8 O -1.288 -2.189 -1.680
9 H -0.712 2.005 1.098
10 H -1.304 1.416 2.288
11 O -1.201 2.310 1.909

Cartesian forces, eV/Å:
C -0.81 -0.47 -0.61
S 0.24 0.10 -0.03
H 0.24 0.10 0.46
H 0.21 0.26 0.32
H 0.23 0.00 -0.21
H 0.03 -0.18 0.10
H -0.03 -0.03 0.25
O -0.03 0.20 -0.30
H -0.23 0.32 0.01
H -0.17 0.62 0.03
O 0.32 -0.93 0.00

gap between HOMO and LUMO = 7.2 eV
charge = -1
spin multiplicity = 1
LUMO energy = 4.17 eV
M = 83.1 g/mol

Okay, here come the Mulliken numbers, in e, for every atom: C -0.74; S -0.73; H 0.21; H 0.25; H 0.23; H 0.30; H 0.25; O -0.66; H 0.25; H 0.31; O -0.68



The following is a quantum chemistry calculation of a cluster of 3 separate species, CH7O2S in total at a distorted geometry, from the Open Molecules 2025 dataset.

Positions of all 11 atoms, in Å:
1 C -0.232 1.973 -1.575
2 S 0.310 1.663 0.173
3 H 0.352 2.804 -1.977
4 H 0.027 1.086 -2.131
5 H -1.290 2.219 -1.636
6 H -1.116 -0.253 2.416
7 H -1.729 0.738 1.485
8 O -1.895 0.303 2.337
9 H 1.333 -3.793 -0.206
10 H 2.167 -2.914 0.705
11 O 2.073 -3.826 0.409

Cartesian forces, eV/Å:
C 0.69 0.15 0.93
S -0.35 0.02 -0.18
H -0.11 0.06 -0.12
H -0.27 -0.24 -0.51
H -0.08 -0.13 -0.13
H 0.11 0.07 -0.02
H 0.41 0.31 -0.11
O -0.38 -0.30 0.15
H 0.00 0.03 0.02
H -0.01 0.04 -0.01
O -0.01 -0.01 -0.01

gap between HOMO and LUMO = 6.2 eV
charge = -1
spin multiplicity = 1
LUMO energy = 3.62 eV
M = 83.1 g/mol

Okay, here come the Mulliken numbers, in e, for every atom: C -0.69; S -0.75; H 0.18; H 0.17; H 0.19; H 0.31; H 0.27; O -0.67; H 0.32; H 0.34; O -0.67



The following is a quantum chemistry calculation of a structure of composition CH8BNO8P2Si2Sn at a distorted geometry, from the Open Molecules 2025 dataset.

Positions of all 24 atoms, in Å:
1 N 4.527 -2.411 1.448
2 C 3.610 -2.226 0.771
3 O 2.538 -2.084 0.056
4 Si 1.790 -0.606 0.265
5 O 0.229 -0.854 -0.402
6 Si -1.134 -0.253 0.311
7 O -1.798 1.029 -0.347
8 B -1.365 2.333 0.075
9 O -1.782 2.871 1.246
10 O -0.516 2.991 -0.727
11 P -2.591 -1.961 -0.131
12 O -2.612 -2.054 -1.724
13 O -4.038 -1.488 0.222
14 P 2.686 1.084 -0.951
15 O 2.056 1.015 -2.274
16 H 1.613 -0.340 1.707
17 H -1.022 -0.086 1.773
18 H -1.372 2.475 2.013
19 H -0.884 3.261 -1.572
20 H -1.769 -1.762 -2.098
21 H -4.007 -0.754 0.855
22 H 4.087 0.945 -0.984
23 H 2.391 2.237 -0.191
24 Sn -0.637 -3.364 0.660

Cartesian forces, eV/Å:
N -0.49 0.27 -0.42
C 1.22 -0.74 0.84
O -0.85 -0.03 -0.39
Si 0.34 0.98 -0.23
O 0.18 -0.90 1.00
Si -0.68 0.80 -0.15
O 0.22 -0.09 0.30
B -0.35 0.90 -0.30
O 0.30 -0.61 -0.02
O -0.15 0.33 -0.15
P -0.11 0.90 -1.14
O 0.30 -0.38 0.48
O 0.01 -0.39 0.64
P 0.31 0.33 -0.28
O -0.69 -0.22 -0.70
H -0.17 -0.24 0.03
H 0.28 -0.27 0.07
H -0.28 0.12 0.75
H 0.42 -0.07 -0.57
H 0.00 0.20 -0.78
H -0.68 0.22 0.07
H 0.01 0.03 0.51
H 0.25 -0.10 0.19
Sn 0.62 -1.05 0.26

gap between HOMO and LUMO = 4.9 eV
charge = +2
spin multiplicity = 1
LUMO energy = -11.33 eV
M = 409.7 g/mol

Okay, here come the Mulliken numbers, in e, for every atom: N -0.30; C 0.43; O -0.36; Si 0.19; O 0.10; Si 0.06; O -0.04; B 0.37; O -0.40; O -0.41; P 0.54; O -0.40; O -0.41; P 0.31; O -0.55; H 0.02; H 0.03; H 0.30; H 0.31; H 0.40; H 0.38; H 0.19; H 0.13; Sn 1.11



The following is a quantum chemistry calculation of a structure of composition CH8Ba3O7 at a distorted geometry, from the Open Molecules 2025 dataset.

Positions of all 19 atoms, in Å:
1 Ba 2.436 -1.724 -0.907
2 Ba -1.920 -3.142 2.416
3 Ba -1.693 2.248 2.066
4 C -0.307 -0.770 0.645
5 O -0.336 -1.922 0.081
6 O 0.708 0.002 0.455
7 O -1.207 -0.504 1.535
8 O -2.213 -2.732 -1.863
9 H -1.534 -2.611 -1.184
10 H -3.061 -2.571 -1.430
11 O 1.377 0.143 -2.553
12 H 0.456 0.445 -2.597
13 H 1.898 0.855 -2.966
14 O 1.094 1.616 2.787
15 H 0.853 1.126 1.969
16 H 2.025 1.847 2.663
17 O 0.099 2.681 -0.328
18 H 0.459 1.777 -0.241
19 H 0.864 3.237 -0.549

Cartesian forces, eV/Å:
Ba -0.71 0.41 -0.33
Ba 0.20 0.41 -0.75
Ba 0.91 0.31 -0.30
C 1.16 -0.81 0.59
O 0.45 -0.50 0.45
O -0.63 -0.06 -0.14
O -0.71 0.60 0.42
O 0.11 -0.10 0.49
H -0.29 0.16 -0.26
H -0.03 0.00 -0.37
O 0.30 0.27 0.26
H 0.16 -0.17 -0.18
H -0.21 -0.25 -0.18
O -1.12 -0.13 -0.78
H 0.90 -0.24 0.30
H -0.11 0.25 0.29
O -0.06 -0.56 0.62
H 0.04 0.21 -0.18
H -0.35 0.19 0.06

gap between HOMO and LUMO = 8.6 eV
charge = +4
spin multiplicity = 1
LUMO energy = -12.88 eV
M = 544.1 g/mol

Okay, here come the Mulliken numbers, in e, for every atom: Ba 1.86; Ba 1.87; Ba 1.88; C 1.14; O -1.00; O -1.00; O -0.90; O -0.57; H 0.37; H 0.29; O -0.59; H 0.30; H 0.34; O -0.64; H 0.24; H 0.32; O -0.58; H 0.33; H 0.35



The following is a quantum chemistry calculation of a cluster of 2 separate species, CH8ClN6 in total at a distorted geometry, from the Open Molecules 2025 dataset.

Positions of all 16 atoms, in Å:
1 C 0.164 0.706 -0.593
2 N 0.060 -0.454 -1.117
3 N -0.546 -0.308 1.870
4 N 1.146 1.615 -2.496
5 N -0.664 -1.510 1.529
6 N 0.824 1.664 -1.195
7 N -0.844 -2.500 2.357
8 Cl 0.642 3.294 -0.488
9 H 0.194 -0.558 -2.098
10 H -0.020 0.674 0.517
11 H -0.647 0.050 2.769
12 H 0.431 1.939 -3.142
13 H 2.007 2.036 -2.833
14 H -0.239 -1.123 -0.430
15 H -1.139 -2.247 3.309
16 H -1.367 -3.277 2.043

Cartesian forces, eV/Å:
C 1.58 0.28 1.61
N -0.71 -0.25 -0.22
N 0.33 -1.31 -2.88
N -0.28 -0.61 -2.03
N 0.08 1.30 -0.65
N 0.03 2.92 0.22
N -0.40 0.93 2.63
Cl 0.07 -0.83 -0.13
H 0.26 -0.73 -0.56
H -0.36 0.83 -0.83
H -0.39 -0.35 2.90
H -0.39 0.00 0.40
H 0.28 -0.16 1.11
H -0.35 -1.15 -0.30
H 0.39 0.00 -0.23
H -0.15 -0.88 -1.06

gap between HOMO and LUMO = 10.4 eV
charge = +1
spin multiplicity = 1
LUMO energy = -3.56 eV
M = 139.6 g/mol

Okay, here come the Mulliken numbers, in e, for every atom: C 0.03; N -0.19; N -0.41; N -0.65; N 0.09; N 0.23; N -0.49; Cl -0.02; H 0.24; H 0.61; H 0.14; H 0.25; H 0.29; H 0.37; H 0.27; H 0.26



The following is a quantum chemistry calculation of a cluster of 3 separate species, CH8N2O in total at a distorted geometry, from the Open Molecules 2025 dataset.

Positions of all 12 atoms, in Å:
1 N -1.483 0.159 0.282
2 H -1.611 0.344 -0.701
3 H -1.202 -0.786 0.490
4 H -0.249 -3.273 0.224
5 H -2.274 0.472 0.844
6 N 1.446 1.815 0.432
7 C 1.192 0.987 -0.677
8 O 1.996 0.084 -1.104
9 H 1.570 1.233 1.283
10 H -0.425 -2.649 0.588
11 H 0.400 0.168 -0.165
12 H 0.640 1.446 -1.495

Cartesian forces, eV/Å:
N 1.73 -0.11 -0.51
H -0.56 -0.37 -0.11
H -0.76 -0.47 -0.18
H -0.02 0.09 -0.02
H 0.58 0.25 0.13
N -0.30 -1.40 0.07
C 2.23 0.93 -1.62
O -1.14 0.28 1.59
H 0.33 0.55 -0.03
H 0.05 -0.12 0.04
H -1.39 0.03 0.63
H -0.74 0.35 0.01

gap between HOMO and LUMO (spin up / spin down) = 7.3 / 8.3 eV
charge = +1
spin multiplicity = 2
LUMO energy (spin up / spin down) = -9.20 / -8.69 eV
expectation value of S² = 0.846
M = 64.1 g/mol

Okay, here come the Mulliken numbers, in e, for every atom: N -0.63; H 0.31; H 0.25; H 0.24; H 0.26; N -0.22; C 0.26; O -0.21; H 0.33; H -0.27; H 0.22; H 0.45



The following is a quantum chemistry calculation of a cluster of 2 separate species, CH8N2O2Si2 in total at a distorted geometry, from the Open Molecules 2025 dataset.

Positions of all 15 atoms, in Å:
1 C -1.431 -0.932 0.161
2 N -2.583 -1.641 -0.045
3 N -1.537 0.414 0.012
4 O -0.394 -1.476 0.484
5 O -1.033 2.799 -0.169
6 Si 3.191 -0.247 0.051
7 Si -0.164 1.458 0.289
8 H -3.392 -1.235 -0.481
9 H -2.503 -2.643 -0.049
10 H -2.439 0.788 -0.259
11 H -0.648 3.670 -0.152
12 H 4.457 -0.935 -0.257
13 H 3.137 0.936 -0.818
14 H 2.076 -1.133 -0.217
15 H 3.261 0.179 1.450

Cartesian forces, eV/Å:
C -0.39 -0.97 0.05
N -0.18 -0.17 -0.03
N -0.12 0.82 -0.14
O 0.31 -0.10 0.12
O -0.40 -0.07 -0.09
Si 0.49 0.12 -0.12
Si 0.09 0.14 0.02
H 0.07 0.00 0.01
H 0.04 0.05 0.00
H 0.16 0.03 0.03
H 0.33 0.27 0.07
H 0.12 -0.13 -0.04
H -0.07 0.17 -0.09
H -0.34 -0.23 -0.03
H -0.12 0.07 0.25

gap between HOMO and LUMO = 9.5 eV
spin multiplicity = 1
LUMO energy = 0.42 eV
M = 136.3 g/mol

Okay, here come the Mulliken numbers, in e, for every atom: C 0.68; N -0.42; N -0.19; O -0.54; O -0.53; Si 0.51; Si 0.01; H 0.18; H 0.23; H 0.23; H 0.33; H -0.17; H -0.13; H -0.10; H -0.10



The following is a quantum chemistry calculation of a cluster of 4 separate species, CH8N2O3 in total at a distorted geometry, from the Open Molecules 2025 dataset.

Positions of all 14 atoms, in Å:
1 N 0.524 -1.583 -1.589
2 C 0.759 -2.326 -0.507
3 N 0.569 -1.803 0.652
4 O 1.207 0.957 0.341
5 H 1.239 -3.304 -0.631
6 H 0.579 -1.998 -2.513
7 H 0.981 0.018 0.310
8 H 0.797 -2.351 1.466
9 H -1.372 1.813 0.256
10 H -0.725 3.247 1.766
11 O -1.989 1.397 -0.465
12 H -2.203 0.473 -0.260
13 H 0.492 1.507 0.745
14 O -0.693 2.442 1.226

Cartesian forces, eV/Å:
N -0.48 0.83 1.06
C 1.15 -1.19 -2.19
N -0.91 1.53 0.62
O 0.97 0.34 -0.29
H -0.36 -0.18 0.07
H 0.23 -0.71 0.17
H -0.57 0.30 0.62
H 0.33 -0.57 0.06
H -0.59 -0.13 -0.49
H -0.15 -0.30 -0.39
O -0.25 -0.38 -0.36
H 0.22 0.45 0.23
H -0.22 -0.16 -0.15
O 0.63 0.16 1.05

gap between HOMO and LUMO = 3.3 eV
spin multiplicity = 1
LUMO energy = -5.68 eV
M = 96.1 g/mol

Okay, here come the Mulliken numbers, in e, for every atom: N -0.33; C 0.09; N -0.41; O -0.62; H 0.35; H 0.27; H 0.38; H 0.24; H 0.45; H 0.25; O -0.60; H 0.29; H 0.41; O -0.76



no.,electronic energy (hartree)
1,-192.478400
2,-591.010036
3,-590.991816
4,-2199.993906
5,-644.830194
6,-831.251574
7,-227.095490
8,-881.922442
9,-377.819170